Record 1
# C22H22NO6

A 2-piece molecular cluster, C22H22NO6 overall (wB97M-V/def2-TZVPD, the Open Molecules 2025 dataset).

Bonds (Å) are listed after each position.
Cartesian coordinates (Å):
1 H -4.667 1.418 0.985  C22 1.094
2 C 1.131 -2.016 -3.693  C11 1.397, H26 1.092, C49 1.405
3 O -0.809 0.550 -1.578  C13 1.211
4 C -3.741 -0.374 0.147  O14 1.443, C21 1.521, C22 1.535, O28 1.451
5 H -1.758 1.381 2.635  C31 1.107
6 H 4.175 -1.927 -2.140  C30 1.095
7 H -5.454 0.784 -0.478  C22 1.095
8 H -1.954 4.405 2.221  C37 1.100
9 H 2.937 0.401 2.534  C15 1.083
10 C -1.885 -1.340 1.309  O14 1.380, O18 1.211, C38 1.475
11 C 0.299 -1.989 -2.572  C2 1.397, C32 1.420, H36 1.096
12 H 0.548 -2.107 0.878  C41 1.089
13 C -1.539 -0.015 -0.793  O3 1.211, O28 1.371, C38 1.470
14 O -3.114 -0.720 1.400  C4 1.443, C10 1.380
15 C 3.529 0.511 1.634  H9 1.083, C43 1.437, C51 1.393
16 H -4.886 -2.187 -0.006  C21 1.099
17 H -3.262 3.268 2.602  C37 1.094
18 O -1.483 -2.001 2.241  C10 1.211
19 H -5.672 -0.049 1.080  C22 1.095
20 H -0.778 2.694 3.377  C31 1.106
21 C -4.161 -1.625 -0.610  C4 1.521, H16 1.099, H27 1.096, H45 1.098
22 C -4.960 0.505 0.458  H1 1.094, C4 1.535, H7 1.095, H19 1.095
23 H 2.668 -2.116 -0.137  C29 1.098
24 C 5.097 0.623 -0.609  H39 1.095, C44 1.393, N48 1.336
25 H 1.370 2.309 -0.387  C42 1.087
26 H 0.679 -2.067 -4.686  C2 1.092
27 H -3.301 -2.267 -0.832  C21 1.096
28 O -2.823 0.437 -0.631  C4 1.451, C13 1.371
29 C 2.269 -2.061 -1.158  H23 1.098, C30 1.393, C32 1.421
30 C 3.091 -1.976 -2.279  H6 1.095, C29 1.393, C49 1.407
31 C -1.300 2.372 2.457  H5 1.107, H20 1.106, C37 1.513, O40 1.456
32 C 0.856 -1.955 -1.266  C11 1.420, C29 1.421, C41 1.451
33 C 0.724 1.503 1.538  O40 1.369, C42 1.455, O47 1.233
34 H -2.533 3.270 0.963  C37 1.096
35 H 3.167 -1.839 -4.453  C49 1.096
36 H -0.792 -1.974 -2.682  C11 1.096
37 C -2.335 3.390 2.034  H8 1.100, H17 1.094, C31 1.513, H34 1.096
38 C -1.114 -1.127 0.070  C10 1.475, C13 1.470, C41 1.367
39 H 5.750 0.626 -1.488  C24 1.095
40 O -0.375 2.293 1.335  C31 1.456, C33 1.369
41 C 0.089 -1.767 -0.049  H12 1.089, C32 1.451, C38 1.367
42 C 1.688 1.719 0.469  H25 1.087, C33 1.455, C43 1.404
43 C 3.002 1.228 0.505  C15 1.437, C42 1.404, C44 1.438
44 C 3.903 1.341 -0.610  C24 1.393, C43 1.438, H46 1.088
45 H -4.663 -1.343 -1.545  C21 1.098
46 H 3.634 1.934 -1.483  C44 1.088
47 O 0.800 0.728 2.495  C33 1.233
48 N 5.507 -0.103 0.434  C24 1.336, C51 1.334
49 C 2.527 -1.927 -3.568  C2 1.405, C30 1.407, H35 1.096
50 H 5.157 -0.694 2.390  C51 1.094
51 C 4.763 -0.127 1.541  C15 1.393, N48 1.334, H50 1.094

Computed properties:
HOMO energy, eV: -2.8184
Frontier orbital gap, eV: 4.491
DFT total energy, eV: -36947.432
Net charge: -1

Record 2
# C33H67BClI2N2O15P2

A 3-piece molecular cluster, C33H67BClI2N2O15P2 overall (wB97M-V/def2-TZVPD, the Open Molecules 2025 dataset).

Bonds (Å) are listed after each position.
Cartesian coordinates (Å):
1 H -2.328 1.704 0.517  N108 1.027
2 C -1.119 -3.289 -5.042  H11 1.091, H49 1.089, O113 1.427, H117 1.088
3 H 1.779 1.832 4.087  C25 1.086
4 H -2.528 -2.279 5.015  C110 1.086
5 C -5.622 3.398 -1.690  H6 1.085, I15 2.141, C30 1.548, H51 1.086
6 H -6.363 3.699 -0.957  C5 1.085
7 H 7.403 -2.912 -8.049  C16 1.087
8 O 5.284 0.430 -6.541  C63 1.441, P100 1.612
9 H -2.543 -1.424 -4.364  C66 1.095
10 H 3.407 0.257 3.554  C18 1.089
11 H -1.854 -4.076 -5.217  C2 1.091
12 H 3.766 1.121 -5.259  C63 1.090
13 H -3.749 -0.028 4.438  C77 1.095
14 H -0.837 2.861 -4.324  C67 1.086
15 I -6.259 4.037 -3.632  C5 2.141
16 C 6.472 -2.913 -7.488  H7 1.087, H45 1.089, O61 1.425, H90 1.090
17 H -2.970 -1.115 6.314  C110 1.087
18 C 3.790 1.272 3.466  H10 1.089, H24 1.087, C25 1.525, H70 1.086
19 H -1.359 4.747 0.071  C116 1.093
20 C -4.303 1.520 -0.651  C30 1.543, C81 1.562, H91 1.090, H95 1.094
21 C 0.659 3.357 -1.622  C33 1.535, H65 1.093, H96 1.089, C102 1.554
22 H -5.158 1.601 -2.704  C30 1.083
23 Cl -1.879 4.775 -2.468  C82 1.774
24 H 3.929 1.485 2.409  C18 1.087
25 C 2.787 2.235 4.094  H3 1.086, C18 1.525, O58 1.446, H105 1.088
26 H -3.977 0.022 2.025  C29 1.096
27 I 1.286 -1.842 1.009  C89 2.162
28 H -1.304 3.586 1.249  C116 1.095
29 C -2.888 0.105 2.116  H26 1.096, C39 1.536, H55 1.097, O76 1.402
30 C -5.398 1.866 -1.682  C5 1.548, C20 1.543, H22 1.083, H43 1.086
31 C -0.193 -6.384 4.578  H41 1.086, O75 1.440, H85 1.090, H115 1.090
32 H -3.153 -2.318 -2.326  C94 1.091
33 C 0.954 2.851 -3.041  C21 1.535, C67 1.504, N118 1.279
34 O -0.393 1.562 2.301  H56 0.972, B97 1.378
35 O 0.615 -1.756 -1.734  C89 1.182
36 C -0.584 1.412 -0.313  C86 1.541, B97 1.627, C102 1.597, N108 1.520
37 O 1.565 -5.077 7.815  C59 1.444, P109 1.647
38 H 3.829 -3.159 -3.935  C54 1.087
39 C -2.201 -0.244 0.787  C29 1.536, H87 1.088, N108 1.488, H122 1.085
40 H 3.198 -1.539 -4.277  C54 1.093
41 H -0.721 -7.227 4.144  C31 1.086
42 H 0.147 -5.392 9.980  C71 1.089
43 H -6.344 1.424 -1.382  C30 1.086
44 H -3.632 0.106 -3.092  C62 1.089
45 H 6.585 -3.568 -6.625  C16 1.089
46 H 2.410 5.330 1.572  C112 1.097
47 H 0.126 4.303 -4.319  C67 1.092
48 O 1.598 1.303 1.138  B97 1.360, H123 0.962
49 H -0.144 -3.762 -5.143  C2 1.089
50 C 0.471 4.883 0.883  H80 1.090, C112 1.525, H114 1.091, C116 1.541
51 H -4.703 3.939 -1.482  C5 1.086
52 H -1.834 -1.711 -1.420  C94 1.085
53 H 1.237 0.924 -1.369  C86 1.085
54 C 4.067 -2.195 -4.377  H38 1.087, H40 1.093, O92 1.439, H119 1.093
55 H -2.682 1.136 2.431  C29 1.097
56 H -0.357 0.713 2.772  O34 0.972
57 O 3.794 -1.119 -7.801  P100 1.476
58 O 2.852 3.505 3.408  C25 1.446, C83 1.348
59 C 2.714 -5.905 7.533  O37 1.444, H101 1.092, H106 1.092, H111 1.086
60 H -0.545 -3.929 9.227  C71 1.090
61 O 6.234 -1.575 -7.060  C16 1.425, P100 1.600
62 C -3.383 -0.220 -2.084  H44 1.089, C81 1.559, H84 1.089, C94 1.540
63 C 4.314 1.422 -6.152  O8 1.441, H12 1.090, H79 1.087, H107 1.089
64 H 0.728 2.910 -5.174  C67 1.083
65 H 1.558 3.120 -1.048  C21 1.093
66 C -1.763 -1.511 -3.602  H9 1.095, C94 1.532, O113 1.408, H120 1.096
67 C 0.190 3.214 -4.284  H14 1.086, C33 1.504, H47 1.092, H64 1.083
68 C -2.442 2.049 -2.315  H74 1.088, C81 1.531, C82 1.515, H98 1.088
69 O -0.719 -5.693 8.123  C71 1.424, P109 1.604
70 H 4.761 1.354 3.947  C18 1.086
71 C -0.667 -5.003 9.369  H42 1.089, H60 1.090, O69 1.424, H73 1.087
72 H -2.137 0.687 4.592  C77 1.094
73 H -1.607 -5.191 9.881  C71 1.087
74 H -3.272 2.382 -2.934  C68 1.088
75 O -0.606 -6.280 5.953  C31 1.440, P109 1.616
76 O -2.390 -0.767 3.095  C29 1.402, C77 1.437
77 C -2.676 -0.246 4.403  H13 1.095, H72 1.094, O76 1.437, C110 1.518
78 H -0.165 0.453 -2.201  C86 1.088
79 H 4.858 2.338 -5.937  C63 1.087
80 H 0.688 5.594 0.085  C50 1.090
81 C -2.954 1.045 -1.278  C20 1.562, C62 1.559, C68 1.531, N108 1.517
82 C -1.898 3.248 -1.565  Cl23 1.774, C68 1.515, C102 1.588, H104 1.089
83 C 1.686 3.958 2.905  O58 1.348, O88 1.198, C112 1.511
84 H -4.336 -0.590 -1.707  C62 1.089
85 H 0.879 -6.562 4.494  C31 1.090
86 C 0.261 0.479 -1.201  C36 1.541, H53 1.085, H78 1.088, C89 1.533
87 H -2.894 -0.967 0.361  C39 1.088
88 O 0.679 4.052 3.548  C83 1.198
89 C 0.604 -0.973 -0.849  I27 2.162, O35 1.182, C86 1.533
90 H 5.669 -3.276 -8.129  C16 1.090
91 H -4.666 0.676 -0.064  C20 1.090
92 O 4.368 -2.403 -5.768  C54 1.439, P100 1.649
93 H -1.303 -1.254 5.756  C110 1.087
94 C -2.485 -1.459 -2.251  H32 1.091, H52 1.085, C62 1.540, C66 1.532
95 H -4.180 2.389 0.003  C20 1.094
96 H 0.692 4.442 -1.707  C21 1.089
97 B 0.244 1.421 1.087  O34 1.378, C36 1.627, O48 1.360
98 H -1.740 1.580 -3.002  C68 1.088
99 O -0.058 -3.888 6.382  P109 1.480
100 P 4.758 -1.087 -6.683  O8 1.612, O57 1.476, O61 1.600, O92 1.649
101 H 3.082 -5.716 6.523  C59 1.092
102 C -0.564 2.945 -0.757  C21 1.554, C36 1.597, C82 1.588, C116 1.572
103 H 2.571 2.047 -2.430  N118 1.023
104 H -2.635 3.454 -0.789  C82 1.089
105 H 3.089 2.413 5.124  C25 1.088
106 H 2.469 -6.963 7.646  C59 1.092
107 H 3.617 1.598 -6.970  C63 1.089
108 N -2.013 0.941 -0.093  H1 1.027, C36 1.520, C39 1.488, C81 1.517
109 P 0.211 -5.251 6.893  O37 1.647, O69 1.604, O75 1.616, O99 1.480
110 C -2.343 -1.299 5.445  H4 1.086, H17 1.087, C77 1.518, H93 1.087
111 H 3.493 -5.643 8.242  C59 1.086
112 C 1.800 4.424 1.473  H46 1.097, C50 1.525, C83 1.511, H121 1.086
113 O -1.221 -2.807 -3.702  C2 1.427, C66 1.408
114 H 0.032 5.523 1.649  C50 1.091
115 H -0.459 -5.474 4.040  C31 1.090
116 C -0.683 3.967 0.431  H19 1.093, H28 1.095, C50 1.541, C102 1.572
117 H -1.222 -2.477 -5.758  C2 1.088
118 N 2.017 2.182 -3.279  C33 1.279, H103 1.023
119 H 4.922 -1.761 -3.853  C54 1.093
120 H -0.984 -0.746 -3.700  C66 1.096
121 H 2.427 3.764 0.879  C112 1.086
122 H -1.314 -0.839 0.981  C39 1.085
123 H 2.076 1.709 0.409  O48 0.962

Computed properties:
HOMO energy, eV: -11.3831
Frontier orbital gap, eV: 8.987
DFT total energy, eV: -116972.958
Net charge: +1